Entry from OMol25: a molecular structure, C13H30CuN2O7 (ωB97M-V/def2-TZVPD).

⟨S²⟩ = 0.760
HOMO (spin up / spin down) = -7.9 / -7.8 eV
Orbital gap (spin up / spin down) = 8.4 / 8.0 eV
2S+1 = 2
Molar mass = 389.94 g/mol

Cartesian coordinates (Å):
Cu (12.6291, -0.8346, -16.9432)
C (11.2668, -0.2975, -19.3970)
O (11.3998, -1.4257, -18.9623)
O (11.1509, -0.4084, -20.6343)
O (12.1910, 0.4385, -19.0398)
C (15.9536, 0.4271, -17.2097)
O (14.9178, -0.5139, -17.4433)
C (15.5460, -1.8346, -17.5274)
C (14.6051, -3.0180, -17.5220)
N (13.6263, -2.8940, -16.3148)
C (12.4395, -3.8053, -16.5320)
C (12.7915, -5.2183, -16.1194)
O (13.4424, -5.2672, -14.8706)
C (14.3170, -6.4631, -14.8143)
H (16.4614, 0.2419, -16.2632)
H (15.6793, 1.4764, -17.3185)
H (16.6886, 0.3293, -18.0087)
H (16.1675, -1.8675, -16.6326)
H (16.1826, -2.0644, -18.3819)
H (15.2134, -3.9200, -17.4557)
H (14.1281, -3.0074, -18.5020)
H (13.9805, -3.1003, -15.3918)
H (11.8466, -3.7015, -17.4407)
H (11.7295, -3.5308, -15.7518)
H (13.4906, -5.4003, -16.9356)
H (11.9878, -5.9397, -16.2667)
H (15.2293, -6.2289, -15.3630)
H (13.8510, -7.3026, -15.3303)
H (14.6272, -6.6741, -13.7909)
C (8.0602, 1.4417, -12.4077)
O (8.9222, 0.4216, -13.1770)
C (9.0550, 0.7841, -14.5690)
C (9.9754, -0.2684, -15.2798)
N (11.4016, 0.0384, -15.2309)
C (11.7693, -0.0215, -13.8314)
C (13.2146, 0.0192, -13.6575)
O (13.7592, 1.2553, -14.2232)
C (15.0661, 1.6562, -13.8947)
H (8.0162, 1.2249, -11.3404)
H (7.0121, 1.5577, -12.6839)
H (8.5585, 2.4095, -12.3522)
H (9.3762, 1.8002, -14.7978)
H (8.0677, 0.7520, -15.0297)
H (9.8286, -0.2280, -16.3591)
H (9.6919, -1.2729, -14.9655)
H (11.4334, 1.0100, -15.5051)
H (11.3482, -0.8146, -13.2135)
H (11.3727, 0.8272, -13.2741)
H (13.6345, -0.8519, -14.1604)
H (13.4435, -0.1887, -12.6122)
H (15.9262, 1.0004, -14.0301)
H (15.1164, 2.2956, -13.0134)
H (15.2926, 2.2484, -14.7813)